[1]
23
Properties=species:S:1:pos:R:3 method="wB97M-V/def2-TZVPD" charge=0 homo_energy_ev=-9.33 lumo_energy_ha=0.0214 largest_force_ev_per_a=3.13 smiles="C[C@H](N)C(=O)N[C@@H](C)C(=O)O"
C -2.507 -0.663 1.166
C -1.300 -0.022 0.480
N -1.506 1.349 -0.030
C -0.747 -1.024 -0.668
O -1.329 -2.062 -0.941
N 0.441 -0.615 -1.300
C 1.607 0.112 -0.782
C 1.380 1.660 -0.594
C 2.140 -0.576 0.501
O 2.209 0.005 1.555
O 2.377 -1.834 0.281
H -3.484 -0.511 0.669
H -2.611 -0.023 2.157
H -2.169 -1.692 1.358
H -0.566 0.127 1.323
H -1.345 1.375 -1.016
H -2.477 1.583 0.162
H 0.610 -1.106 -2.121
H 2.486 0.081 -1.455
H 1.044 2.089 -1.546
H 2.411 2.105 -0.390
H 0.521 1.881 0.123
H 2.813 -2.240 1.067



[2]
13
Properties=species:S:1:pos:R:3 method="wB97M-V/def2-TZVPD" charge=0 homo_energy_ev=-8.82 lumo_energy_ha=0.0360 largest_force_ev_per_a=0.45 smiles="C=NC/C=C/O"
C -2.025 -0.509 -0.686
N -1.388 0.540 -0.384
C -0.611 0.509 0.844
C 0.868 0.420 0.555
C 1.364 -0.160 -0.536
O 2.676 -0.307 -0.851
H -2.025 -1.420 -0.067
H -2.605 -0.532 -1.610
H -0.921 -0.323 1.503
H -0.815 1.439 1.388
H 1.542 0.844 1.299
H 0.732 -0.584 -1.311
H 3.210 0.082 -0.145